1.
{"formula": "C37H94O23S3", "method": "the ωB97M-V functional and the def2-TZVPD basis", "lumo_energy_ev": 0.29, "orbital_gap_ev": 9.51, "homo_energy_ev": -9.219, "species": ["C", "O", "H", "H", "H", "H", "H", "C", "H", "C", "O", "H", "H", "H", "O", "O", "C", "H", "H", "O", "O", "C", "C", "H", "H", "H", "C", "C", "H", "H", "C", "C", "C", "H", "H", "H", "O", "C", "H", "H", "H", "H", "C", "C", "H", "H", "C", "C", "H", "C", "O", "C", "H", "O", "H", "C", "H", "H", "H", "O", "O", "C", "C", "O", "H", "H", "H", "H", "O", "H", "H", "H", "H", "H", "C", "O", "H", "H", "H", "C", "C", "H", "C", "H", "H", "H", "H", "H", "H", "H", "H", "H", "H", "H", "H", "H", "H", "C", "O", "C", "O", "H", "H", "H", "H", "H", "H", "H", "C", "H", "C", "O", "H", "H", "C", "C", "H", "C", "H", "O", "O", "H", "S", "H", "C", "C", "H", "H", "H", "H", "H", "H", "H", "H", "S", "H", "C", "H", "H", "O", "O", "H", "H", "H", "C", "H", "O", "O", "H", "H", "C", "H", "S", "H", "H", "H", "H"], "xyz": [[4.99369, 3.13062, -5.93424], [-1.23693, 0.83852, 6.85940], [-4.42871, -1.01871, 4.01216], [-2.52213, -3.80263, -3.53588], [5.49286, -1.24291, 6.28670], [-1.88242, 0.90603, 2.68955], [-1.03828, 2.96315, -2.89802], [-1.31231, 0.47220, 8.20127], [0.18566, 5.46637, -4.73790], [-3.21020, 3.32804, 4.26756], [-0.64014, 2.64840, -4.90383], [0.27774, -1.99741, -2.08083], [-2.59300, 2.37887, 6.83256], [2.37498, -3.72511, 2.82554], [-5.80642, 1.11186, 3.51539], [5.87976, -0.61855, -3.08515], [5.24296, -0.82179, 5.28560], [-3.03110, 0.82722, 1.28271], [5.19071, -1.64246, 4.53572], [-5.23810, 1.81601, 5.87093], [-1.00984, 0.21641, 0.98017], [2.07255, -4.93780, -1.10850], [0.31169, -0.44044, 4.11812], [4.49902, 3.40793, -5.01537], [0.68150, 1.84572, -1.34325], [-0.47181, 2.18114, 0.79188], [2.35377, -2.99177, 1.99224], [2.21155, 4.28473, 0.79563], [-0.52855, -0.55989, 4.81438], [-0.96568, 1.26098, -3.32146], [-1.27134, 2.24958, -3.66486], [0.45013, 0.97116, -0.76642], [-3.30666, -1.39030, -3.30816], [3.18774, -2.30864, 2.24848], [-1.04174, -0.58717, 8.28000], [3.48894, 3.21589, 4.22297], [1.31863, 0.40556, 4.61806], [-2.74070, 2.29807, -3.96808], [-0.01667, 0.10311, 3.22174], [6.82310, 2.72394, 3.18047], [-0.95826, 3.67049, 5.06433], [5.90938, 3.29175, 4.57381], [-9.06506, -0.12279, 5.26809], [-3.66547, -1.81764, -1.97339], [0.74826, -3.60221, 0.04835], [1.64110, -3.11992, -7.20520], [2.97267, -0.69828, 5.97243], [5.92590, 3.33694, 3.46973], [1.04574, -0.11520, 6.62962], [0.45569, -2.06157, -5.11857], [2.70186, -3.64680, 0.76192], [-4.21431, -0.38448, 4.91972], [-3.37652, -0.95702, -1.34433], [1.29446, 3.11236, -3.42684], [-3.37018, -4.21138, -5.00729], [0.70475, 4.81378, -5.39895], [-0.57537, -5.44272, -10.16126], [-8.92489, -1.14047, 5.64120], [-2.52456, -0.66790, 2.00966], [5.23050, 1.34433, -4.45328], [-3.73039, -2.29723, -4.31804], [-7.92615, 0.59209, 5.95362], [1.60671, -4.30140, 0.22164], [-2.29404, 2.27489, 4.37926], [0.65889, -3.42030, -9.44858], [1.30381, -5.63515, -1.48496], [1.40862, 0.70920, -0.21717], [-3.19660, -2.72426, -1.64263], [2.21365, -3.99958, -2.14819], [3.13182, -0.23389, -2.21277], [5.98323, 3.58340, -5.89349], [-4.91781, -3.40874, -0.34339], [6.04362, -0.15531, 4.89679], [1.74563, 4.75374, 1.66170], [5.02597, 1.62661, -5.87289], [-0.07033, -4.83934, -8.19191], [1.70677, 5.09284, -5.70330], [-3.76092, -0.42969, -3.53276], [-8.86860, 0.03107, 4.21541], [0.35531, -1.41426, -1.17252], [0.69470, -2.65728, -7.46678], [0.89558, -1.61999, -7.80059], [-0.78368, -5.60532, -9.12326], [-3.97355, 2.93689, 3.59338], [4.37979, 3.46314, -6.71674], [-2.80552, 1.45536, -4.69983], [-0.86143, 2.84400, 7.26449], [3.72614, 4.26928, 2.85378], [2.26874, 1.17375, 6.30841], [0.42600, -0.98132, -5.15961], [-1.82181, -5.48008, -8.95154], [1.20375, -5.11595, 0.84442], [1.48695, -2.36507, 1.91508], [2.61078, 1.52475, 2.48459], [-2.35859, 0.56159, 8.59808], [5.88738, 1.22762, -6.48604], [-0.53471, -6.64859, -9.01877], [3.45707, -3.66298, -2.47403], [0.03955, -0.09011, -1.64203], [-1.52983, 2.19282, 6.63005], [1.76667, 2.51160, -5.71128], [-2.21600, -1.23596, -3.30965], [2.96004, -5.57530, -0.97160], [-3.66687, 3.54450, 5.29998], [1.49080, -2.33119, -5.01356], [-4.26266, -1.00208, 5.78459], [4.13120, 1.08263, -6.06431], [-6.41402, -2.51323, -0.38725], [-1.21930, 2.57064, 5.22042], [-0.68088, 1.11484, 8.87444], [1.80949, 0.25667, 5.92458], [-6.72238, -0.13663, 5.42437], [5.94684, 4.40988, 3.13914], [-9.98451, 0.33096, 5.56704], [3.64549, 0.60263, -2.62751], [0.04392, -3.45673, -8.55992], [-7.86737, 1.65300, 5.58335], [-0.70238, 1.30961, 0.15307], [1.57069, 4.26776, -0.08699], [2.40001, 2.93501, 1.04289], [4.11468, -0.01928, 5.39126], [0.03764, 4.71115, -6.34909], [4.76747, -0.02911, -3.76944], [-3.33883, 2.04986, -3.06114], [-5.35238, -2.43392, -0.57937], [3.69960, 3.21384, 3.09708], [-2.77871, 4.21526, 3.84513], [-2.04436, -3.10893, -5.14503], [1.65790, 2.98126, 3.03785], [2.98026, 1.28315, -3.24708], [-0.35642, 2.00371, 4.82947], [1.39185, -1.42128, -0.70911], [-3.22564, 0.08948, 4.82605], [4.03319, 1.14925, -1.69020], [-5.51989, 0.80873, 4.91659], [2.71825, -1.60668, 5.39481], [-2.16881, 0.35844, 1.77145], [-7.85801, 0.48879, 7.05606], [3.17453, -0.91257, 7.07239], [-0.11845, -2.65822, -6.32664], [4.92789, 2.60914, 2.82844], [3.91335, -2.91355, -1.82406], [4.17904, -4.54334, -2.46344], [3.40495, -3.32860, -3.52589], [-2.84807, -3.40995, -4.45579], [-0.94555, -2.99765, -8.79442], [-5.10184, -1.96003, -1.84609], [4.01789, -0.77231, -4.77311], [-0.39522, -1.69006, -0.39051], [-1.54821, 1.54734, -0.49151], [2.52087, 2.61763, 2.42365], [-3.20810, 3.16475, -4.38645], [0.86456, 3.14889, -4.79739], [-0.05133, -2.49774, -4.22685], [-5.03115, -1.71731, 0.21887], [3.17715, 4.87015, 0.62841], [0.75466, -1.40327, 3.80743]], "atomic_forces_ev_per_a": [[0.12, -0.59, 1.37], [0.22, -0.20, -0.46], [0.37, 0.59, 0.95], [0.62, -0.40, 1.28], [0.20, 0.13, -0.62], [-0.67, -0.20, -0.37], [0.48, 0.38, 0.36], [-0.78, 0.17, 1.20], [-0.05, 0.45, 0.75], [-1.41, -0.57, 1.41], [1.22, -0.17, -0.13], [0.24, -0.61, 0.25], [0.14, 0.19, 0.22], [-0.74, 0.27, -0.39], [0.31, 0.35, 1.77], [-0.25, 0.06, -0.41], [1.18, -0.08, -0.16], [0.33, 0.31, -0.23], [-0.45, 0.24, 0.44], [-0.24, 0.98, 0.72], [-0.11, -0.59, -0.51], [-1.35, -0.40, 0.13], [0.36, 0.12, -0.35], [-0.29, 0.44, 0.26], [0.08, 0.41, -0.60], [0.05, 0.04, -0.30], [2.39, -0.32, 0.22], [0.78, 0.84, -0.39], [0.18, -0.10, -0.02], [0.15, 0.01, -0.31], [-0.94, 0.89, 0.49], [0.38, -1.16, 0.87], [0.45, -0.18, -1.98], [-0.28, -0.25, -0.36], [0.17, 0.32, 0.02], [0.30, -0.29, -1.11], [0.38, 1.24, 0.31], [-0.57, -2.65, 0.08], [-0.12, -0.56, 0.16], [-0.24, 1.32, 0.23], [-0.25, -1.12, 0.69], [-0.53, 0.08, -0.23], [1.37, 0.15, 1.02], [-1.81, 1.08, 1.40], [0.63, -0.43, -0.04], [0.49, -0.09, -0.07], [0.87, 0.15, 0.33], [1.97, -0.79, -0.36], [0.02, 0.33, -0.30], [-0.48, -1.16, -0.77], [-0.16, 0.92, 1.22], [-0.14, -0.62, -1.82], [0.23, -0.47, 0.42], [-0.52, 0.27, 0.22], [-0.11, 0.35, 0.41], [-1.35, -1.25, -2.44], [0.37, 0.86, -0.77], [-0.76, -0.19, -0.69], [0.39, 0.54, 0.11], [0.88, -0.60, 0.58], [0.20, -0.07, 0.29], [1.09, 0.62, -0.76], [-0.57, -0.74, -1.52], [0.04, -0.32, -0.62], [0.25, 0.30, -0.44], [-0.05, 0.19, 0.45], [-1.13, 0.11, -0.40], [0.44, -0.54, 0.18], [-2.65, -1.01, 1.17], [-0.75, -0.75, -0.03], [-0.02, -0.09, -0.37], [0.26, -0.11, -0.25], [-0.29, -0.45, 0.57], [-0.48, 0.27, -0.08], [1.63, -0.53, 0.22], [0.49, 0.78, -0.02], [0.01, 0.34, 0.19], [-0.21, 0.05, -0.07], [-0.34, -0.51, -0.29], [-0.04, 1.22, 0.76], [0.40, 0.21, 0.48], [-0.08, -0.34, -0.13], [0.38, -0.40, 0.34], [-0.22, 0.37, 0.18], [-0.50, 0.61, -1.36], [-0.88, 0.65, 0.41], [-0.74, -0.58, -0.05], [0.26, 0.60, -0.22], [-0.68, 0.43, -0.34], [-0.35, 0.38, 0.08], [-1.30, 0.08, 0.00], [0.27, 0.07, 0.28], [-0.85, -0.07, -0.06], [-0.37, 0.25, 0.04], [0.59, 0.00, -0.33], [-0.93, 0.09, 0.79], [0.12, -0.42, 0.62], [3.54, -0.07, -1.70], [0.73, 0.38, 0.28], [0.84, 1.11, 0.95], [-0.92, -0.39, -0.38], [0.03, -0.03, -0.23], [0.10, 0.54, 0.09], [0.46, -0.02, -1.58], [0.69, -0.26, -0.12], [-0.08, -0.30, 0.81], [-0.82, 0.12, -0.98], [-0.44, -0.12, -0.44], [0.88, 0.83, -1.19], [-0.22, -0.56, -0.65], [0.27, -1.05, 0.37], [0.34, 1.07, 0.47], [0.22, -0.87, 0.16], [-0.81, -0.01, 0.14], [-0.86, 2.37, 1.13], [-0.86, -0.36, 0.05], [0.03, -0.88, 0.82], [0.38, 0.36, 0.54], [0.09, 0.82, -0.03], [0.32, -1.03, 0.83], [-1.62, -0.46, 0.24], [1.30, 0.19, 1.53], [0.39, -0.05, -1.36], [0.50, -0.11, -0.56], [-0.63, 0.49, 1.95], [-0.35, 0.41, 1.92], [0.48, 0.59, -0.20], [0.19, -0.23, 0.59], [0.11, -0.38, -0.76], [0.49, -0.91, 1.09], [-0.18, 0.14, 0.43], [-1.04, -0.25, -0.67], [-0.57, 0.17, 0.02], [0.03, -0.61, -1.89], [-0.38, -1.92, -2.27], [0.36, 0.06, 0.37], [0.02, -0.53, 0.70], [-0.26, 0.33, -0.74], [-0.02, -0.15, -1.22], [-0.36, 0.45, 1.54], [-0.98, 0.23, 0.03], [-0.01, 0.30, 0.01], [-0.72, 0.72, -0.02], [0.44, 0.27, 0.48], [-0.73, 0.58, -2.51], [0.36, -0.46, 0.13], [1.26, -0.09, -0.54], [0.72, 0.41, 1.00], [0.63, -0.11, -0.61], [-0.35, 0.13, -0.04], [-0.13, -0.78, 0.02], [0.44, 0.83, -0.31], [1.18, 0.50, 0.11], [0.03, 0.53, -0.87], [0.24, -0.32, -0.45], [-1.04, -0.80, -0.10], [-0.44, 0.11, 0.22]]}

***

2.
{"formula": "C18H40MnP2Si", "method": "the ωB97M-V functional and the def2-TZVPD basis", "multiplicity": 6, "lumo_energy_ev": [0.63, -0.14], "orbital_gap_ev": [5.73, 6.75], "homo_energy_ev": [-5.099, -6.890], "species": ["H", "C", "H", "H", "H", "C", "H", "C", "H", "C", "H", "H", "C", "H", "H", "H", "H", "H", "H", "H", "P", "H", "C", "H", "C", "H", "H", "P", "H", "H", "C", "H", "C", "H", "H", "H", "Si", "Mn", "C", "H", "C", "H", "C", "H", "H", "H", "H", "H", "H", "H", "C", "C", "H", "C", "C", "H", "H", "C", "C", "H", "H", "H"], "xyz": [[2.68731, 0.47706, 0.59107], [0.72522, 1.22573, 0.96446], [1.84753, 0.96240, -0.87290], [-2.83710, -1.08067, 0.84553], [1.21168, 3.46333, -2.51359], [1.69326, 0.46410, 0.10653], [2.10040, -3.26978, -2.83272], [1.29400, -1.00352, -0.17366], [1.11875, -1.40814, 4.59107], [0.22992, -1.52846, 3.94784], [2.23092, -1.55072, -0.36965], [1.15490, -2.53715, 1.39218], [-1.51186, 0.34991, -0.10351], [-2.46293, 0.89493, -0.24005], [0.05332, -1.50317, -5.44223], [1.15692, 2.09876, 1.46612], [1.61300, 1.78761, 6.13786], [0.18649, 3.17553, 3.10465], [-1.25148, 1.93969, 1.38879], [1.48323, 0.34818, -4.65640], [0.08599, -1.90503, -3.04621], [-1.04244, 0.34183, -1.11155], [0.39114, 0.45378, -4.53860], [-2.12261, -1.65651, -0.64344], [1.21544, 2.72847, -3.32877], [0.73187, -1.02264, -1.13766], [-1.85639, 2.73288, -2.54141], [0.11340, 1.32319, -2.90176], [-1.52927, 2.53070, -4.29483], [2.38945, 1.39882, 4.58474], [-0.69369, 1.13656, 0.89320], [0.00839, 1.11237, -5.33124], [-0.28550, -0.91162, -4.57973], [0.90120, 3.20221, -4.26530], [-1.40800, 1.27011, 6.56978], [-1.51979, 2.85455, 3.46402], [-0.08366, 1.04170, 4.43544], [0.02635, -0.30472, 2.37813], [-1.55700, 2.02167, -3.32382], [2.23357, 2.33459, -3.43816], [1.60942, 1.08394, 5.29288], [-1.26460, -0.43788, 6.10312], [1.75335, -2.52559, -3.56280], [-0.75453, -3.70535, -4.45972], [-0.45283, 3.49881, 4.73547], [-0.66607, -1.70024, 4.56950], [-0.92374, -4.08354, -2.70757], [1.69972, -2.97979, -4.55806], [1.89840, 0.09658, 5.67806], [0.38814, -2.43763, 3.35158], [-1.00997, -3.30222, -3.47362], [-1.41269, 0.57841, 5.71365], [-2.41261, 0.61451, 5.25696], [0.55583, -1.75375, 0.90729], [-0.50267, 2.81009, 3.87827], [-1.23948, -2.61037, 1.75159], [-1.38164, -0.80124, -4.62804], [-1.88561, -1.10475, 0.28420], [-0.85216, -1.81615, 1.09900], [2.47032, -1.69468, -3.57260], [-2.04148, -2.92879, -3.48005], [-2.29705, 1.21108, -3.35331]], "atomic_forces_ev_per_a": [[-0.43, 0.03, -0.02], [-1.06, 0.74, -0.60], [-0.13, -0.07, 0.38], [0.44, -0.05, -0.06], [0.07, -0.05, -0.26], [0.75, -0.47, -0.02], [0.01, 0.17, -0.23], [0.22, 0.45, -1.02], [-0.52, -0.18, -0.16], [0.33, -0.93, 0.75], [-0.27, 0.07, 0.01], [-0.39, 0.40, 0.03], [-0.54, -0.46, -0.89], [0.31, -0.14, 0.03], [-0.25, 0.17, 0.00], [-0.31, -0.31, -0.02], [-0.01, -0.10, -0.18], [-0.13, -0.04, 0.21], [0.37, -0.32, -0.02], [-0.34, 0.04, -0.05], [-0.44, 0.03, -1.08], [-0.10, -0.06, 0.91], [0.02, 0.01, 0.29], [0.15, -0.03, 0.12], [-0.11, 0.33, 0.26], [0.36, 0.05, 1.19], [-0.02, -0.16, -0.22], [0.12, 0.18, -1.28], [-0.07, -0.06, 0.16], [-0.15, -0.03, 0.15], [1.02, 0.94, -0.09], [0.26, -0.15, 0.02], [0.02, -0.14, 0.20], [0.15, 0.04, 0.12], [0.02, -0.12, -0.21], [0.19, -0.01, 0.15], [-0.26, 0.08, -0.29], [-0.06, 1.14, 2.53], [0.20, 0.10, 0.30], [-0.18, 0.15, 0.03], [0.08, 0.06, 0.05], [-0.03, 0.30, -0.03], [-0.18, -0.14, 0.31], [-0.18, -0.11, 0.11], [-0.04, -0.04, -0.22], [0.47, 0.07, -0.23], [-0.10, 0.07, -0.26], [0.09, 0.03, 0.11], [-0.09, 0.31, -0.04], [0.03, -0.08, 0.37], [0.14, -0.40, 0.06], [0.01, -0.04, 0.05], [0.22, 0.01, 0.09], [-1.10, -1.25, -0.59], [0.03, 0.21, 0.22], [0.30, 0.28, -0.24], [0.31, -0.04, -0.07], [-0.65, 0.66, -0.20], [1.23, -1.02, -0.67], [-0.15, -0.18, 0.01], [0.19, -0.14, 0.01], [0.15, 0.19, 0.03]]}

***

3.
{"formula": "C4H7NO", "method": "the ωB97M-V functional and the def2-TZVPD basis", "lumo_energy_ev": 0.67, "orbital_gap_ev": 8.28, "homo_energy_ev": -7.607, "species": ["N", "H", "H", "O", "C", "H", "H", "H", "C", "H", "C", "H", "C"], "xyz": [[-1.48713, -0.93200, -0.21032], [0.96362, -0.31362, -1.26872], [-2.26606, 1.01252, 0.16685], [1.48751, 1.84924, 0.94035], [1.82851, 0.96548, 0.19331], [-0.49021, -0.03010, 1.43279], [2.84301, 0.96852, -0.26058], [-2.08418, -1.39496, 0.46834], [0.96062, -0.21571, -0.17540], [1.44600, -1.11432, 0.23750], [-1.48120, 0.62347, -0.49869], [-1.28884, -1.50039, -1.02396], [-0.44811, -0.03193, 0.33955]], "atomic_forces_ev_per_a": [[-0.08, -0.31, -0.13], [-0.02, 0.05, 0.11], [0.11, -0.02, -0.16], [0.15, -0.37, -0.29], [-0.07, 0.22, 0.20], [-0.04, 0.07, -0.14], [-0.12, 0.01, 0.04], [0.08, 0.20, -0.13], [-0.10, 0.02, -0.02], [-0.04, 0.10, -0.07], [-0.11, 0.02, 0.31], [0.09, 0.09, 0.20], [0.15, -0.08, 0.09]]}

***

Number 1: F_max 0.076 hartree/bohr, molecular weight 1003.34 Da, total energy -4390.77600 a.u.. Number 2: F_max 0.054 hartree/bohr, molecular weight 401.49 Da, total energy -2832.84792 a.u.. Number 3: F_max 0.010 hartree/bohr, molecular weight 85.11 Da, total energy -286.47356 a.u..